Here is a cluster of 9 separate species, C26H72N2O13 in total at a distorted geometry from the Open Molecules 2025 dataset. Energies are from ωB97M-V with the def2-TZVPD basis set.

The SMILES is COCCNCCOC.COCCNCCOC.OCCO.OCCO.CCO.CCO.CCO.CCO.CCO. As for the frontier orbital gap: 9.1 eV. Its max |F| is 0.0449 Eh/bohr.

Geometry as XYZ:
```
113
Properties=species:S:1:pos:R:3:forces:R:3
H -0.124 -2.019 -0.826 0.0 0.3 -0.5
H -0.548 3.862 2.550 0.7 0.6 0.2
H -2.147 -3.390 -0.843 0.1 0.2 0.3
H 4.042 -2.731 -3.315 0.1 -0.5 -0.1
H -3.814 -0.503 4.081 0.1 -0.3 -0.3
C 4.007 -0.588 0.032 -0.5 -1.2 -0.3
O -0.093 -1.895 0.877 0.0 0.8 0.6
H 0.181 -4.040 -1.267 0.3 -0.5 -0.2
H -1.266 0.159 -0.190 -0.1 0.0 0.1
H -5.064 4.654 -1.182 0.0 0.0 0.1
C -3.103 -0.220 4.845 0.0 1.1 0.7
H 1.875 0.757 -2.682 0.1 -0.2 0.8
C 3.560 -2.426 1.646 0.3 0.4 0.2
H 1.887 1.205 -5.525 -0.2 -0.2 0.2
H -2.274 4.084 0.862 0.2 0.0 0.1
O -1.246 3.295 2.244 -0.3 -0.3 -0.4
H 3.266 -3.633 3.423 0.0 0.4 -0.1
C -1.847 -3.743 -1.820 -0.5 0.6 -1.2
O 3.170 3.721 1.324 0.1 0.3 1.1
H 1.310 -3.385 4.850 0.1 -0.2 0.1
O 3.910 2.312 -6.774 -0.1 -0.8 1.5
H 5.465 1.732 -5.517 0.0 0.2 0.2
O -0.137 -2.117 -1.810 0.3 0.4 0.2
H -5.047 3.127 -1.942 0.3 -0.5 0.3
O -2.402 -2.402 5.524 -0.4 0.0 0.2
C -4.533 -3.556 0.918 0.3 1.0 -1.5
O -3.333 -2.538 2.651 -0.3 -0.2 0.6
H 2.407 -0.870 1.177 0.4 0.2 0.3
H -2.939 -2.732 3.514 0.0 0.0 0.0
H -2.118 -0.639 -2.897 -0.1 -0.8 -0.2
C 3.334 -1.271 -1.146 -0.5 -1.3 1.3
C -2.090 0.417 -2.721 -1.0 0.7 0.9
H -1.787 -5.617 -2.523 -0.2 0.5 0.2
H -3.322 -4.658 2.367 -0.4 0.4 0.2
C 4.419 1.472 -5.697 -0.1 -0.8 -1.8
H -1.565 2.452 4.114 -0.1 -0.2 -0.4
H -0.401 0.916 -4.635 -0.2 -0.4 0.5
H -2.579 -0.695 0.654 -0.4 0.1 -0.1
H -2.664 0.951 -3.505 0.6 -0.1 0.0
H 0.287 2.082 0.925 -0.2 -0.1 0.0
C -3.248 3.666 -0.767 1.4 -1.8 0.0
H 5.683 2.377 -7.819 0.2 0.2 0.1
H -2.480 -0.782 6.837 0.0 0.0 -0.2
H -1.317 -1.266 2.415 0.2 -0.2 0.4
H 3.367 -2.376 -0.934 0.3 0.6 -0.4
H 1.289 2.252 -3.281 -0.3 0.3 -0.4
H 4.125 1.268 -3.647 -0.4 -0.2 -0.1
H -0.027 -3.773 -3.038 0.0 0.1 0.2
H 1.347 2.563 -0.333 0.2 -0.1 -0.8
C 4.640 2.064 -7.910 0.5 -0.5 -1.8
H 5.025 -0.908 -0.084 0.9 0.2 0.6
H -4.054 -1.370 6.337 -0.5 -0.4 0.2
H 0.175 -0.561 -3.735 -0.1 -0.1 -0.2
H 3.916 0.474 0.022 0.2 0.8 -0.4
C -2.073 3.072 3.352 0.4 0.6 1.7
H -4.317 -2.666 0.279 -0.4 -0.4 0.4
H 1.788 3.045 2.594 0.0 0.1 0.3
H -5.452 -3.330 1.464 0.1 -0.3 0.0
C 3.422 -1.847 -3.398 0.1 -0.1 0.6
C -3.349 -3.700 1.818 1.6 0.0 0.2
H 4.625 -2.655 1.575 0.0 -0.1 0.4
C 3.550 1.597 -4.524 -0.4 1.1 1.6
H 2.373 -2.149 -3.195 0.4 0.4 -0.3
H -2.911 2.650 -0.451 -0.2 0.2 -0.6
H -4.654 -4.362 0.189 -0.1 -0.2 0.4
H 3.382 2.690 -4.372 0.0 -0.4 0.1
N 2.281 0.866 -4.643 -0.2 0.9 -0.4
H 0.638 -2.176 1.458 -0.2 -0.3 -0.1
C 0.036 0.518 -3.687 -0.4 0.8 0.1
H 2.286 -1.061 -1.156 -1.1 0.4 0.0
H -5.243 3.291 -0.139 -0.3 -0.5 0.2
H -1.157 5.797 4.626 0.2 1.2 0.5
C 1.833 3.342 1.551 -0.6 1.3 0.5
H 4.401 0.386 -6.004 0.1 0.9 -0.1
O -1.054 4.955 4.221 -0.2 -1.0 0.6
C -0.715 -0.816 1.631 -0.7 -0.4 0.0
H 1.271 -1.624 4.794 0.1 0.7 0.4
O -0.773 0.842 -2.539 0.6 0.3 -1.2
H -0.060 -2.570 4.076 -0.4 0.1 0.4
H -2.103 -0.036 4.457 -0.1 -0.1 -0.3
H 3.471 -1.889 3.738 -0.4 0.2 0.0
H -2.953 4.297 5.011 0.3 -0.3 0.4
H -2.356 -3.658 1.301 -0.9 -0.4 -0.2
C 1.333 2.254 0.695 -0.5 -1.1 -0.1
H -2.621 0.625 -1.770 0.2 -0.2 -0.5
C -4.726 3.622 -1.021 -0.2 1.5 -0.9
H 4.211 2.582 -8.786 0.0 -0.1 0.6
H 1.850 1.300 0.855 0.1 0.3 -0.2
C -1.719 -0.053 0.786 1.3 -0.5 -0.7
H -2.913 2.564 2.955 -1.1 -0.4 0.1
H -2.895 5.074 3.439 -0.6 0.1 -0.3
C -0.357 -3.478 -2.030 -0.6 -0.5 0.6
C -2.370 4.400 4.103 0.5 -0.3 -2.1
H 4.677 0.982 -8.171 -0.2 0.4 0.2
C 1.362 1.192 -3.521 1.5 -0.6 -0.2
O -2.975 4.485 0.338 -0.3 1.0 0.2
O -2.295 -5.082 -1.892 0.3 -0.7 -0.1
H 1.114 4.211 1.413 0.9 -0.5 0.2
H -2.589 3.926 -1.642 -0.9 0.0 0.5
H -2.488 -3.117 6.176 -0.1 0.5 -0.2
H -3.459 0.748 5.250 0.1 -0.3 -0.1
C 1.000 -2.519 4.273 -0.3 -0.5 -1.0
H 3.068 -3.117 0.948 -0.2 0.0 0.2
O 3.901 -0.958 -2.349 0.3 0.2 -2.2
C 3.016 -2.613 3.058 0.1 -1.4 -0.7
H 3.406 3.607 0.421 0.1 -0.1 -1.2
O 1.584 -2.540 2.976 1.1 0.3 0.5
C -3.052 -1.190 5.990 0.8 -0.4 0.0
H 0.043 -0.190 2.098 0.2 0.2 -0.2
H 3.536 -1.461 -4.430 -0.1 0.4 1.0
N 3.418 -1.012 1.306 -0.8 -0.1 -0.5
H -2.392 -3.102 -2.559 0.2 -0.4 0.4
H -1.969 0.893 1.237 -0.3 0.2 0.3
```
Forces are in eV/Å.

Atom charges from the Löwdin analysis, given in e for atoms 1 to 6:
1. H 0.05
2. H 0.05
3. H 0.09
4. H 0.08
5. H 0.07
6. C -0.18

***

Here is a cluster of 2 separate species, C3H10N2O2 in total at a distorted geometry from the Open Molecules 2025 dataset. Energies are from ωB97M-V with the def2-TZVPD basis set.

Its net charge is -1. As for the frontier orbital gap (alpha / beta): 3.1 / 8.8 eV. As for the multiplicity: 2. Its max |F| is 0.0233 Eh/bohr.

Geometry as XYZ:
```
17
Properties=species:S:1:pos:R:3:forces:R:3
H 1.303 2.207 -1.371 -0.2 -0.5 -0.1
O -0.187 1.125 -0.694 0.0 0.3 0.6
H -1.816 0.496 2.786 0.0 0.0 -0.3
H -1.629 1.639 1.404 -0.1 0.3 0.2
O 2.119 2.601 -1.740 -0.1 0.2 0.2
H 0.264 -3.158 -1.173 0.3 0.0 0.3
C -1.219 0.774 1.910 0.0 -0.7 -0.3
N -1.213 -0.303 0.892 0.7 0.6 0.2
H 2.496 3.035 -0.970 0.1 0.0 -0.1
C -0.309 -0.024 -0.170 -0.2 -0.6 -1.0
H 1.453 -1.378 -0.104 0.0 0.0 0.2
H -0.210 1.026 2.240 0.1 0.1 0.1
H -0.980 -1.239 1.210 -0.2 0.1 0.4
N -0.261 -2.456 -0.645 -0.1 0.2 -0.2
H -1.081 -2.291 -1.233 -0.1 0.0 0.2
C 0.504 -1.170 -0.662 -0.6 -0.1 -0.5
H 0.765 -0.884 -1.680 0.4 0.0 0.1
```
Forces are in eV/Å.

Atom charges from the Löwdin analysis, given in e for atoms 1 to 6:
1. H -0.01
2. O -0.12
3. H 0.06
4. H 0.06
5. O -0.11
6. H 0.00

***

Here is the molecule C2H2F2O3S at a distorted geometry from the Open Molecules 2025 dataset. Energies are from ωB97M-V with the def2-TZVPD basis set.

The SMILES is O=C[C@H](F)S(=O)(=O)F. As for the frontier orbital gap: 10.9 eV. Its max |F| is 0.0761 Eh/bohr.

Geometry as XYZ:
```
10
Properties=species:S:1:pos:R:3:forces:R:3
H -1.032 -0.452 0.887 0.9 -2.0 -1.2
C 1.105 -0.965 0.339 -1.6 0.7 0.9
C -0.344 -0.698 -0.027 -1.0 1.4 1.4
F -1.919 1.171 -0.315 1.0 0.6 -0.1
O 0.156 1.621 -1.465 1.2 1.3 -3.5
O 1.852 -1.414 -0.459 1.1 -0.5 0.0
H 1.232 -0.514 1.365 1.1 -0.7 -0.6
O 0.118 1.593 0.965 0.4 0.7 1.4
F -0.871 -1.450 -1.008 0.1 0.5 0.3
S -0.298 1.107 -0.281 -3.2 -1.9 1.3
```
Forces are in eV/Å.

Atom charges from the Löwdin analysis, given in e for atoms 1 to 6:
1. H 0.17
2. C -0.25
3. C -0.35
4. F -0.18
5. O -0.17
6. O 0.14

***

The relative energy (zero: lowest compared OMol25 entry of this formula, charge and spin) results, record by record, are as follows: 0.000 0.635 0.130 eV.
The E_tot results, record by record, are as follows: -57722.06418 -10347.39382 -24516.85621 eV.
The molecular weight results, record by record, are as follows: 620.86 106.12 144.10 g mol⁻¹.